No. 1
Computed, not measured: an isolated ion of composition C4H9O2 and charge -1, with ωB97M-V with the def2-TZVPD basis set.

As for the energy relative to the best compared isomer or geometry (same formula, charge and spin): 157.6 kJ/mol. Its charge is -1. The orbital gap comes out at 0.276 hartree.

XYZ file:
```
15
Properties=species:S:1:pos:R:3:lowdin_charge:R:1
C -1.33874 1.44143 -0.55814 -0.10
C -0.42118 0.53310 0.31350 -0.66
O -1.12898 -0.25155 1.16643 -0.30
C 0.46491 -0.32878 -0.60098 -0.18
C 1.25566 -1.36438 0.23174 -0.30
O 1.32551 -1.00227 1.59615 -0.15
H -2.03046 0.77095 -1.07196 0.06
H -1.93919 2.02766 0.14275 0.05
H -0.78154 2.06810 -1.26275 0.05
H 0.27612 1.23374 0.82619 0.11
H -0.13989 -0.85280 -1.35417 0.10
H 1.12523 0.31181 -1.21441 0.09
H 2.26818 -1.48510 -0.16400 0.09
H 0.70514 -2.31058 0.16402 0.09
H 0.35923 -0.79132 1.78564 0.04
```

No. 2
Computed, not measured: C37H63ClF3NNbO11S2 as an isolated structure at a distorted geometry, with ωB97M-V with the def2-TZVPD basis set.

Its charge is -1. The orbital gap comes out at 0.240 hartree.

XYZ file:
```
119
Properties=species:S:1:pos:R:3:lowdin_charge:R:1
C -1.41619 1.07690 -1.48346 -0.08
C -0.17677 0.59010 -1.76390 -0.26
C 0.23879 -0.90248 -1.70937 -0.30
Nb 0.60845 -1.73201 0.38020 1.92
C -0.22905 0.05331 1.43680 -0.33
C -1.76092 0.05542 1.82184 -0.34
C -2.17995 -0.99499 2.91025 -0.54
Cl -2.07671 -0.25232 4.60314 0.48
C 2.68084 -0.72869 0.53520 -0.31
C 3.44262 -0.55607 -0.84282 -0.36
C 3.28242 0.86129 -1.52494 -0.46
S 4.98742 1.44158 -2.03499 0.82
C 5.28970 3.10352 -1.33451 -1.07
S 5.13303 4.40168 -2.35024 0.64
N 5.69434 3.37000 0.02809 -0.21
C 4.98883 2.52208 1.01881 -0.14
C 5.90396 1.38746 1.61106 -0.18
O 6.94678 2.03514 2.34966 -0.17
C 7.74006 2.89153 1.51029 -0.17
C 7.16726 3.12648 0.06161 -0.18
C -1.42274 -2.80804 0.19896 -0.32
O -2.43635 -2.06132 -0.51665 -0.28
C -3.52109 -2.87255 -0.92702 -0.20
C -4.17455 -2.22290 -2.22550 -0.19
O -3.25514 -1.44625 -2.97872 -0.16
C -3.92057 -0.72759 -4.02422 -0.17
C -3.26371 0.66560 -4.27840 -0.20
O -3.76169 1.32433 -5.44660 -0.17
C -3.04294 2.54378 -5.65509 -0.26
C -3.54865 3.71691 -4.71570 -0.09
C 1.16776 -2.84421 2.30106 -0.31
O 0.96042 -2.12779 3.53953 -0.17
C 2.03742 -1.42178 3.99844 -0.27
C 3.44254 -1.80263 3.91152 -0.02
C 4.47529 -0.90846 4.41301 -0.10
C 4.17690 0.37531 5.01964 -0.11
C 2.77757 0.75579 5.16678 -0.09
C 1.76370 -0.13712 4.66826 -0.03
C 1.51906 -3.59847 -0.71516 -0.54
F 1.07370 -4.82421 -0.15820 -0.05
F 2.92853 -3.68180 -0.55771 -0.05
F 1.30801 -3.60208 -2.09221 -0.02
H -2.30519 0.41309 -1.43489 0.05
H -1.56449 2.17363 -1.30268 0.06
H 0.59537 1.36862 -2.00705 0.08
H 1.14796 -0.99936 -2.37681 0.03
H -0.56090 -1.47670 -2.26734 0.06
H -0.02339 1.05320 0.95610 0.05
H 0.31748 0.13942 2.42944 0.04
H -2.46069 0.10050 0.94517 0.08
H -1.92314 1.05519 2.33062 0.08
H -1.53844 -1.90205 2.95740 0.04
H -3.23839 -1.32607 2.78662 0.07
H 2.53612 0.29634 0.96995 0.04
H 3.33663 -1.37621 1.17506 0.03
H 3.20682 -1.33648 -1.61324 0.08
H 4.54427 -0.68451 -0.63182 0.07
H 2.72757 0.72474 -2.49321 0.06
H 2.73573 1.61631 -0.91417 0.07
H 4.03893 2.06351 0.65618 0.09
H 4.70400 3.18749 1.88232 0.14
H 6.31360 0.68812 0.83065 0.12
H 5.25530 0.77141 2.28081 0.11
H 8.75061 2.40453 1.40437 0.12
H 7.86946 3.87721 2.03795 0.12
H 7.64824 4.03269 -0.39292 0.12
H 7.45452 2.25608 -0.58939 0.11
H -1.80895 -3.19324 1.19636 0.06
H -1.26156 -3.75182 -0.41505 0.06
H -4.33713 -2.94199 -0.15941 0.12
H -3.21048 -3.91310 -1.20419 0.12
H -5.11147 -1.66397 -1.94316 0.12
H -4.51592 -3.09485 -2.86138 0.12
H -3.85546 -1.32071 -4.98005 0.13
H -5.00105 -0.56873 -3.77401 0.12
H -2.14070 0.62545 -4.29330 0.13
H -3.52801 1.31785 -3.39348 0.12
H -1.94840 2.41656 -5.42704 0.12
H -3.11652 2.90687 -6.70810 0.11
H -2.94913 3.76917 -3.76287 0.07
H -3.40217 4.71778 -5.20858 0.07
H -4.61937 3.60009 -4.41163 0.07
H 2.19038 -3.28685 2.15572 0.05
H 0.47637 -3.74266 2.33071 0.07
H 3.69670 -2.77724 3.43740 0.10
H 5.55555 -1.17761 4.33862 0.10
H 4.94266 1.09724 5.38338 0.09
H 2.42911 1.71705 5.61516 0.10
H 0.68746 0.16198 4.74459 0.06
C -8.74414 8.42957 -4.16625 -0.07
C -9.19800 7.08805 -3.62496 -0.21
O -9.46134 6.16062 -4.68532 0.03
C -8.37966 5.62475 -5.26478 -0.60
O -7.23371 5.85201 -4.97444 0.12
O -8.79295 4.81521 -6.24675 0.00
C -7.73001 4.25397 -7.01800 -0.04
H -9.46689 8.81453 -4.88900 0.08
H -8.62849 9.15218 -3.35742 0.08
H -7.78935 8.34290 -4.68695 0.07
H -10.13765 7.21484 -3.08587 0.12
H -8.47503 6.67079 -2.92111 0.13
H -7.00100 3.74989 -6.38351 0.09
H -7.24924 5.03311 -7.61105 0.10
H -8.16516 3.52080 -7.69492 0.09
C 1.12866 -5.32195 5.86052 -0.06
C 1.93049 -6.02434 6.93751 -0.21
O 2.58725 -7.19146 6.42103 0.03
C 3.67707 -6.96025 5.68100 -0.60
O 4.14348 -5.88157 5.42113 0.12
O 4.14518 -8.14065 5.25148 0.00
C 5.25344 -8.03043 4.36040 -0.05
H 0.43372 -6.01820 5.38576 0.08
H 0.56641 -4.48687 6.27999 0.09
H 1.77625 -4.93539 5.07200 0.07
H 1.25663 -6.37083 7.72239 0.12
H 2.65295 -5.35260 7.40594 0.12
H 6.05431 -7.43148 4.79413 0.09
H 4.92670 -7.60445 3.41095 0.10
H 5.63180 -9.03523 4.17853 0.09
```